# 1
Computed, not measured: a single C5H7NO molecule, with ωB97M-V/def2-TZVPD.

Element x y z (Å)
O (0.818, 1.550, 0.377)
N (-1.769, 0.598, 0.017)
C (-1.647, -0.841, -0.268)
C (0.687, 0.646, -0.815)
C (1.714, -0.257, -0.131)
C (0.686, 0.181, 0.923)
C (-0.467, 0.007, -0.064)
H (0.689, 1.024, -1.839)
H (0.700, 0.015, 2.003)
H (1.825, -1.303, -0.422)
H (-2.028, 0.791, 0.981)
H (2.667, 0.264, -0.004)
H (-1.906, -1.555, 0.512)
H (-1.968, -1.119, -1.269)

Summary:
Total energy: -8831.6481 eV
Charge: 0
Gap between HOMO and LUMO: 10.5 eV



# 2
Computed, not measured: a molecular structure, C31H32N4O13S, with ωB97M-V/def2-TZVPD.

Element x y z (Å)
S (1.683, 1.453, -4.121)
O (2.055, -3.905, 3.269)
O (1.837, 2.614, -4.932)
O (2.508, 1.556, -2.729)
O (1.994, 0.249, -4.804)
O (-4.972, -2.384, -6.843)
O (3.637, 1.943, 6.119)
O (2.944, 1.263, 0.816)
O (-3.785, -1.874, -5.128)
O (-5.947, -0.850, -2.329)
O (1.929, -2.154, 2.026)
O (0.185, 1.522, -3.493)
O (2.065, 0.477, 6.110)
O (-5.989, 1.384, -2.183)
N (2.084, 2.898, -0.684)
N (-3.952, -2.453, -6.189)
N (2.420, -2.796, 2.933)
N (2.877, 1.178, 6.678)
C (-3.052, -3.946, -7.916)
C (-2.047, -4.767, -8.396)
C (3.960, -0.921, 3.326)
C (2.108, 0.215, 8.808)
C (3.879, 1.838, 10.209)
C (2.160, 0.152, 10.191)
C (-1.711, -3.450, -5.967)
C (-1.917, -1.068, -1.731)
C (3.538, -2.191, 3.672)
C (-3.032, 3.666, -1.475)
C (5.211, -2.338, 5.365)
C (-2.871, -3.301, -6.705)
C (2.626, 2.065, 0.048)
C (-4.430, 3.219, -1.944)
C (0.385, 0.265, -1.452)
C (0.276, 1.682, -2.054)
C (5.652, -1.065, 5.024)
C (3.042, 0.965, 10.891)
C (-5.821, 0.201, -2.887)
C (4.145, -2.908, 4.687)
C (-0.891, -0.455, -1.639)
C (1.637, 2.403, -1.960)
C (-4.843, 1.843, -1.412)
C (-0.805, 2.502, -1.369)
C (3.835, 1.905, 8.826)
C (5.024, -0.356, 4.008)
C (-1.851, 3.123, -2.319)
C (-5.482, 0.332, -4.356)
C (-0.880, -4.936, -7.664)
C (-0.711, -4.278, -6.454)
C (2.944, 1.094, 8.144)
H (-2.713, -1.760, -1.571)
H (6.488, -0.624, 5.553)
H (5.366, 0.636, 3.748)
H (1.421, -0.415, 8.262)
H (-2.938, 3.360, -0.428)
H (3.075, 0.920, 11.972)
H (3.472, -0.372, 2.536)
H (0.545, 0.346, -0.372)
H (-5.211, 1.925, -0.389)
H (-5.141, 3.938, -1.522)
H (-2.174, 2.443, -3.107)
H (-2.175, -5.280, -9.340)
H (-0.098, -5.585, -8.037)
H (5.700, -2.888, 6.158)
H (-3.963, -3.817, -8.482)
H (3.801, -3.897, 4.951)
H (-4.601, 0.966, -4.468)
H (4.485, 2.583, 8.294)
H (0.198, -4.409, -5.888)
H (-6.362, 0.712, -4.876)
H (1.511, -0.529, 10.723)
H (-3.016, 4.757, -1.509)
H (-1.386, 3.994, -2.790)
H (1.174, -0.333, -1.907)
H (-4.044, 1.100, -1.506)
H (-1.581, -2.936, -5.024)
H (1.487, 3.296, -2.582)
H (4.566, 2.470, 10.756)
H (-0.376, 3.317, -0.782)
H (-1.357, 1.884, -0.657)
H (-4.547, 3.274, -3.027)
H (-5.253, -0.689, -4.701)

Summary:
Total energy: -76067.4147 eV
Charge: 0
Gap between HOMO and LUMO: 9.1 eV



# 3
Computed, not measured: 2 unconnected molecules or ions with the total composition C3H7NO, with ωB97M-V/def2-TZVPD.

Element x y z (Å)
O (1.229, 2.470, 2.189)
N (-0.183, -0.435, -1.563)
C (-0.425, -2.468, -0.385)
C (-0.396, 0.807, -1.473)
C (-0.087, -1.191, -0.379)
H (-0.423, 1.354, -2.411)
H (-0.684, -2.958, -1.316)
H (1.092, 2.297, 3.124)
H (-0.368, 1.365, -0.531)
H (-0.566, -3.018, 0.528)
H (0.346, 2.468, 1.791)
H (0.464, -0.692, 0.426)

Summary:
Total energy: -6760.2976 eV
Charge: 0
Gap between HOMO and LUMO: 9.9 eV
SMILES: C=CN=C.O



# 4
Computed, not measured: a molecular structure, C13H25Br3FO4Ti, with ωB97M-V/def2-TZVPD.

Element x y z (Å)
Br (-7.377, 3.788, 22.301)
Br (-10.192, 2.324, 21.882)
Br (-7.745, 1.666, 19.943)
Ti (-7.858, 3.372, 25.141)
F (-8.618, 1.305, 25.061)
O (-8.345, 4.259, 27.254)
O (-5.818, 2.720, 25.198)
O (-9.618, 4.727, 24.386)
O (-6.901, 5.503, 24.933)
C (-8.269, 2.138, 21.751)
C (-8.156, 2.166, 28.350)
C (-6.700, 7.847, 25.022)
C (-3.495, 2.637, 24.486)
C (-11.529, 5.809, 23.563)
C (-4.926, 2.144, 24.481)
C (-6.192, 6.460, 24.763)
C (-8.575, 3.597, 28.251)
C (-4.828, 6.295, 24.169)
C (-5.282, 0.983, 23.606)
C (-10.674, 5.251, 24.647)
C (-9.456, 4.153, 29.337)
C (-11.197, 5.303, 26.057)
H (-2.863, 1.913, 25.004)
H (-12.196, 5.739, 26.088)
H (-4.317, 7.256, 24.071)
H (-7.633, 7.755, 25.572)
H (-3.173, 2.893, 23.473)
H (-7.143, 2.104, 28.768)
H (-10.620, 6.082, 26.567)
H (-11.957, 6.786, 23.796)
H (-9.973, 5.020, 28.925)
H (-5.498, 1.335, 22.581)
H (-12.403, 5.154, 23.464)
H (-4.222, 5.678, 24.832)
H (-3.522, 3.577, 25.040)
H (-8.826, 4.508, 30.161)
H (-6.815, 8.409, 24.095)
H (-7.970, 1.338, 22.418)
H (-5.967, 8.375, 25.638)
H (-4.475, 0.246, 23.536)
H (-8.766, 1.602, 29.052)
H (-4.850, 5.864, 23.168)
H (-6.149, 0.440, 23.993)
H (-10.178, 3.466, 29.769)
H (-11.100, 4.308, 26.475)
H (-8.143, 1.708, 27.355)
H (-11.008, 5.823, 22.609)

Summary:
Total energy: -258035.8656 eV
Charge: 0
Gap between HOMO and LUMO (alpha / beta): 3.7 / 8.1 eV
Spin multiplicity: 4
<S²>: 3.76



# 5
Computed, not measured: a molecular structure, C29H46P2PrTe, with ωB97M-V/def2-TZVPD.

Element x y z (Å)
Pr (-0.017, 0.476, -1.546)
Te (-0.391, 3.017, 0.519)
P (-2.488, -0.105, -3.646)
P (2.310, 1.268, -3.049)
C (0.806, -0.088, -4.830)
C (-1.831, -0.303, 2.632)
C (1.252, 0.333, 2.886)
C (0.596, -0.452, 1.811)
C (-0.970, -1.598, 0.571)
C (-0.785, -0.747, 1.693)
C (2.869, 2.895, -2.624)
C (1.280, -1.091, 0.744)
C (0.171, -0.296, -6.202)
C (0.322, -1.886, 0.029)
C (-2.161, 0.473, -5.293)
C (-2.126, 5.548, 3.808)
C (-1.336, -0.403, -6.283)
C (1.002, 2.442, -5.310)
C (-0.995, 2.994, 3.595)
C (-1.087, 3.793, 2.431)
C (3.507, -0.115, -3.108)
C (-1.585, 1.774, -4.769)
C (-2.209, -2.339, 0.298)
C (-1.139, 1.233, -3.438)
C (-1.500, 3.440, 4.830)
C (-0.500, 2.439, -5.633)
C (0.676, -2.987, -0.897)
C (1.697, 1.138, -4.807)
C (-1.879, -1.829, -3.612)
C (-1.635, 5.104, 2.564)
C (-2.067, 4.716, 4.939)
C (-3.883, 0.879, -3.028)
C (2.760, -1.171, 0.628)
H (2.367, 3.151, -1.684)
H (-0.675, 2.124, -6.662)
H (1.466, 2.701, -6.280)
H (-1.704, -2.214, -2.587)
H (0.585, -1.222, -6.641)
H (4.141, -0.075, -2.209)
H (-1.655, -1.461, -6.273)
H (-2.123, 0.744, 2.486)
H (3.232, -0.212, 0.904)
H (1.203, 3.318, -4.672)
H (4.133, -0.049, -4.015)
H (-1.489, -0.401, 3.669)
H (-2.397, 2.520, -4.620)
H (2.989, -1.098, -3.107)
H (-0.851, 3.476, -5.643)
H (3.170, -1.950, 1.303)
H (-0.958, -2.029, -4.208)
H (3.945, 2.874, -2.487)
H (2.653, 1.024, -5.359)
H (-2.274, -3.240, 0.925)
H (-3.096, 0.723, -5.840)
H (2.613, 3.634, -3.374)
H (-2.283, -2.665, -0.738)
H (2.285, -0.013, 3.052)
H (-1.448, 2.778, 5.696)
H (-0.184, -3.336, -1.474)
H (-1.004, 2.010, -2.671)
H (-1.675, 5.740, 1.678)
H (-2.733, -0.907, 2.526)
H (1.369, -0.988, -4.557)
H (-0.164, 0.755, -3.804)
H (-2.682, -2.438, -4.072)
H (-0.534, 2.009, 3.510)
H (-4.208, 1.652, -3.754)
H (-3.593, 1.380, -2.086)
H (-3.092, -1.733, 0.507)
H (-2.463, 5.052, 5.899)
H (-4.718, 0.188, -2.837)
H (-1.694, -0.059, -7.270)
H (-2.566, 6.545, 3.904)
H (1.299, 1.405, 2.633)
H (0.701, 0.220, 3.834)
H (3.078, -1.413, -0.399)
H (1.469, -2.717, -1.613)
H (0.476, 0.479, -6.921)
H (1.046, -3.851, -0.323)

Summary:
Total energy: -70745.8650 eV
Charge: +1
Gap between HOMO and LUMO (alpha / beta): 5.2 / 5.2 eV
Spin multiplicity: 3
<S²>: 2.01



# 6
Computed, not measured: a molecular structure, C18H22MnN7O9, with ωB97M-V/def2-TZVPD.

Element x y z (Å)
Mn (-0.231, -0.997, -0.586)
O (-3.661, 1.896, -6.795)
O (-0.297, -0.785, 3.993)
O (-0.542, -1.301, 1.776)
O (-2.618, 0.411, -8.161)
O (1.220, -2.103, -5.301)
O (-3.043, 2.114, -2.185)
O (-2.281, -0.057, -1.544)
O (-0.471, -3.471, -5.109)
O (-0.395, -1.586, -2.860)
N (1.198, 0.858, 5.637)
N (1.643, 3.085, 4.933)
N (0.030, -2.359, -5.196)
N (1.835, 1.330, 3.455)
N (-1.114, 1.285, 0.870)
N (1.341, -2.593, -0.109)
N (-2.908, 0.934, -7.067)
C (1.136, -3.935, -0.248)
C (-1.020, 2.541, 2.927)
C (-2.571, 0.979, -4.744)
C (0.286, 3.012, 2.292)
C (-0.871, -1.208, -5.081)
C (-0.645, -0.573, 2.801)
C (-1.474, -0.735, -6.214)
C (-1.007, -0.826, -3.715)
C (-1.234, 1.117, 2.138)
C (1.604, 2.161, 2.290)
C (2.719, -3.148, 1.704)
C (1.598, 1.751, 4.678)
C (-2.290, 0.343, -5.945)
C (2.699, -4.512, 1.460)
C (2.242, -2.223, 0.869)
C (-1.988, 0.508, -3.617)
C (-2.495, 0.949, -2.263)
C (1.906, -4.885, 0.393)
H (-0.225, 0.991, 0.116)
H (2.193, 3.669, 4.304)
H (2.426, 2.899, 2.145)
H (-1.027, 2.337, 4.011)
H (-1.619, 2.083, 0.160)
H (1.735, -5.899, 0.092)
H (1.648, 1.528, 1.387)
H (3.302, -5.226, 2.020)
H (-1.238, -1.164, -7.178)
H (-1.797, 3.273, 2.642)
H (0.592, 0.091, 5.319)
H (3.012, -2.679, 2.633)
H (0.144, 3.168, 1.210)
H (0.378, -4.260, -0.968)
H (-2.271, 0.831, 2.380)
H (1.543, 3.413, 5.886)
H (0.999, 1.272, 6.556)
H (0.556, 4.014, 2.664)
H (1.812, 0.333, 3.348)
H (-3.299, 1.795, -4.724)
H (2.251, -1.130, 1.095)
H (0.586, 0.679, -0.569)

Summary:
Total energy: -79192.8930 eV
Charge: -1
Gap between HOMO and LUMO (alpha / beta): 5.3 / 5.4 eV
Spin multiplicity: 6
<S²>: 8.75



# 7
Computed, not measured: 10 unconnected molecules or ions with the total composition C51H118N4O10, with ωB97M-V/def2-TZVPD.

Element x y z (Å)
O (-1.916, 2.548, -0.482)
O (0.359, 2.069, -4.301)
O (1.621, -0.237, -0.713)
O (-0.626, 0.389, 0.728)
O (-4.342, -2.851, 1.952)
O (4.074, -1.864, -3.109)
O (-1.908, 2.569, -3.143)
O (2.822, 0.882, -3.091)
O (-2.186, -1.855, 0.011)
O (0.401, -1.030, 4.396)
N (-4.256, -3.674, 3.139)
N (1.577, -0.215, 4.790)
N (3.888, -2.835, -4.139)
N (-1.677, 3.381, 0.682)
C (-1.865, 5.824, 2.127)
C (-3.099, 2.798, -3.891)
C (-3.016, 3.773, 1.212)
C (-4.279, 2.017, -3.377)
C (2.463, -1.077, 5.594)
C (-2.802, -1.719, 4.013)
C (1.393, 3.761, -5.653)
C (4.338, -3.347, -6.439)
C (2.344, 1.882, 5.657)
C (4.476, -2.305, -5.405)
C (1.801, -2.032, 0.928)
C (4.143, 2.137, -1.415)
C (2.874, 0.131, 1.301)
C (3.227, 1.097, 6.700)
C (2.348, -4.314, -5.119)
C (-2.764, -2.013, -1.280)
C (-1.997, -4.575, 2.413)
C (-5.223, -1.796, 4.300)
C (-3.977, -1.116, -1.550)
C (-4.006, -2.674, 4.213)
C (3.626, -0.212, 6.073)
C (-2.757, -4.577, 5.413)
C (3.942, -0.877, -5.907)
C (-3.729, 2.464, 1.633)
C (-1.685, -1.688, -2.267)
C (-3.231, -5.505, 4.282)
C (-3.355, -4.849, 2.944)
C (0.337, 2.649, -5.667)
C (3.649, 2.060, -2.853)
C (-1.206, 5.370, -0.898)
C (-3.763, -3.417, 5.524)
C (-0.540, 5.343, 1.586)
C (3.040, -2.083, 4.602)
C (4.824, 2.001, -3.771)
C (1.085, 1.097, 5.276)
C (-3.990, 4.507, 0.187)
C (1.847, -1.756, 6.778)
C (0.306, 1.734, 4.085)
C (0.095, 1.043, 6.461)
C (-3.374, 4.321, -3.942)
C (-0.796, 4.505, 0.287)
C (0.474, 3.825, -0.149)
C (2.508, -0.849, 0.234)
C (5.933, -1.998, -5.092)
C (-2.765, 4.682, 2.391)
C (2.936, -3.935, -6.495)
C (2.433, -3.162, -4.117)
C (0.775, 1.520, -6.601)
C (2.125, -3.657, -2.736)
C (1.456, -2.080, -4.474)
C (-4.087, -5.719, 1.922)
H (-3.653, 4.623, -2.922)
H (-1.417, -5.492, 2.434)
H (-5.245, -2.983, 1.647)
H (1.865, -2.908, -1.996)
H (-4.256, -5.789, 4.604)
H (0.330, 0.189, 0.276)
H (3.562, -1.066, -3.397)
H (-3.010, -1.011, 3.213)
H (-4.997, -6.004, 2.396)
H (-2.844, -2.019, 0.711)
H (-3.413, -2.664, 6.267)
H (-0.660, 3.032, -5.855)
H (-5.015, 4.388, 0.499)
H (1.327, -4.656, -5.353)
H (-3.744, 5.561, 0.000)
H (2.965, 2.903, -3.013)
H (-1.498, 4.784, -1.768)
H (3.828, -2.652, 5.043)
H (-0.760, -2.196, -1.945)
H (-1.059, -0.501, 0.288)
H (2.205, 0.211, -1.373)
H (-2.335, 6.479, 1.392)
H (0.437, -2.458, -4.361)
H (2.328, 3.324, -5.347)
H (-0.001, 6.265, 1.310)
H (4.712, -0.424, -6.562)
H (-3.069, -3.062, -1.449)
H (-3.740, 5.128, 2.685)
H (0.419, 3.448, -1.200)
H (-1.445, -3.838, 2.994)
H (1.455, -2.717, 0.144)
H (0.036, -1.170, 5.283)
H (5.389, 1.053, -3.727)
H (0.302, 2.818, 4.240)
H (-4.710, -3.903, 5.784)
H (1.534, 4.090, -6.705)
H (-4.642, 2.719, 2.177)
H (1.713, 1.103, -6.285)
H (0.796, 1.550, 3.125)
H (4.953, -4.199, -6.137)
H (-1.704, -4.279, 5.388)
H (2.343, -3.156, -7.049)
H (1.614, -1.053, 7.614)
H (-0.697, 1.382, 3.977)
H (-5.006, 1.866, -4.188)
H (-2.035, 2.714, -2.162)
H (0.079, 4.763, 2.278)
H (1.572, -1.289, -3.715)
H (4.075, 0.146, 5.129)
H (-0.492, 2.238, -3.851)
H (6.391, -1.878, -6.082)
H (-4.237, -5.185, 0.964)
H (-4.242, -1.226, -2.592)
H (2.479, -2.477, 1.676)
H (3.353, -1.250, -0.385)
H (-1.849, -2.193, 3.763)
H (-4.887, -1.216, -0.904)
H (3.027, -0.972, -6.532)
H (0.937, -1.618, 1.438)
H (-2.119, -4.221, 1.384)
H (4.774, 1.274, -1.245)
H (-3.966, 1.921, 0.726)
H (-1.940, -2.005, -3.288)
H (3.430, -1.600, 3.700)
H (2.187, -2.632, 4.185)
H (4.660, -3.033, -7.413)
H (-2.472, 4.919, -4.197)
H (-2.806, -5.103, 6.356)
H (5.579, 2.771, -3.565)
H (3.556, 0.932, 1.048)
H (4.586, 3.105, -1.163)
H (4.581, 2.216, -4.819)
H (-0.863, 0.583, 6.189)
H (6.401, -2.929, -4.737)
H (-4.835, 2.593, -2.609)
H (-3.911, 3.891, -0.712)
H (-1.481, -0.628, -2.329)
H (3.787, -0.168, -5.123)
H (-1.394, 1.532, -0.235)
H (-0.084, 2.068, 6.736)
H (-2.728, -1.209, 4.978)
H (-1.682, 6.394, 3.052)
H (2.974, -4.216, -2.348)
H (1.522, -1.623, -5.480)
H (2.536, -2.496, 7.206)
H (2.000, 0.483, 1.820)
H (6.147, -1.212, -4.411)
H (0.047, 0.705, -6.568)
H (2.932, -5.101, -4.665)
H (1.303, -4.362, -2.906)
H (-4.205, 4.575, -4.601)
H (-0.276, 5.890, -1.202)
H (1.138, 4.679, -5.146)
H (4.350, -0.793, 6.627)
H (-2.938, 2.466, -4.920)
H (-2.397, 4.130, 3.267)
H (0.749, 1.890, -7.626)
H (0.783, 2.962, 0.428)
H (1.929, 1.249, -3.443)
H (-5.187, -0.976, 3.582)
H (-6.173, -2.331, 4.146)
H (3.373, -0.414, 2.123)
H (-3.933, 1.128, -2.883)
H (-2.622, -6.397, 4.235)
H (4.133, 1.637, 6.965)
H (3.264, 2.095, -0.769)
H (0.473, 0.551, 7.350)
H (0.901, -2.306, 6.641)
H (2.642, 1.032, 7.600)
H (-2.019, 6.028, -0.691)
H (-3.102, 1.807, 2.223)
H (2.941, 1.887, 4.721)
H (-3.668, -0.112, -1.274)
H (2.127, 2.926, 5.912)
H (2.799, -4.813, -7.132)
H (-5.304, -1.360, 5.309)
H (1.303, 4.555, -0.280)
H (-3.491, -6.588, 1.629)

Summary:
Total energy: -81231.3199 eV
Charge: 0
Gap between HOMO and LUMO: 8.9 eV
SMILES: CC1(C)CCCC(C)(C)N1O.CC1(C)CCCC(C)(C)N1O.CC1(C)CCCC(C)(C)N1O.CC1(C)CCCC(C)(C)N1O.CC(C)O.CC(C)O.CC(C)O.CC(C)O.CC(C)O.O



# 8
Computed, not measured: a gas-phase ion, C3H8FN2 (charge +1), with ωB97M-V/def2-TZVPD.

Element x y z (Å)
F (3.173, 0.116, -0.369)
N (1.824, -0.146, -0.383)
N (-0.950, 0.089, -0.301)
C (1.350, -1.151, 0.231)
C (-0.180, -1.121, 0.278)
C (-1.022, 1.640, 0.043)
H (-0.279, 1.680, 0.727)
H (-0.349, 0.203, -1.182)
H (-1.931, -0.169, -0.399)
H (-0.377, -1.996, -0.350)
H (1.916, -2.166, 0.537)
H (-0.883, 2.506, -0.637)
H (-0.444, -1.348, 1.350)
H (-1.849, 1.862, 0.457)

Summary:
Total energy: -8926.7373 eV
Charge: +1
Gap between HOMO and LUMO: 11.7 eV
SMILES: C[NH2+]C/C=N/F